ORCA calculation (the ωB97M-V functional and the def2-TZVPD basis) on C35H39GeIrN5 as an isolated structure.

Structure (XYZ):
```
81
C35H39GeIrN5, DFT the ωB97M-V functional and the def2-TZVPD basis
Ir 0.135 -0.319 -1.824
N 0.751 -3.594 -1.879
C 1.878 -2.867 -2.207
C 3.099 -3.555 -2.223
C 4.255 -2.874 -2.503
C 4.189 -1.506 -2.781
C 2.964 -0.904 -2.762
N 1.813 -1.559 -2.472
C -0.589 -3.316 -2.018
C -1.502 -4.348 -1.756
C -2.841 -4.118 -1.923
C -3.263 -2.883 -2.436
C -2.319 -1.928 -2.668
N -0.993 -2.102 -2.403
H 0.944 -4.544 -1.605
H 3.115 -4.618 -2.019
H 5.203 -3.394 -2.512
H 5.076 -0.933 -3.008
H 2.861 0.148 -2.992
H -1.140 -5.318 -1.439
H -3.558 -4.893 -1.689
H -4.302 -2.682 -2.652
H -2.589 -0.981 -3.115
C 1.038 0.075 -0.327
Ge 0.735 -0.033 1.629
C -1.134 -0.174 2.167
C -1.764 0.820 2.912
C -3.110 0.698 3.243
C -3.827 -0.419 2.839
C -3.206 -1.416 2.097
C -1.863 -1.297 1.770
C 1.482 -1.751 2.170
C 1.464 -2.125 3.511
C 2.115 -3.280 3.923
C 2.765 -4.085 2.997
C 2.768 -3.735 1.656
C 2.123 -2.575 1.244
C 1.560 1.510 2.458
C 1.556 1.609 3.849
C 2.184 2.675 4.476
C 2.808 3.659 3.722
C 2.819 3.571 2.338
C 2.189 2.505 1.710
H 1.996 0.571 -0.571
H -1.211 1.694 3.236
H -3.592 1.473 3.825
H -4.868 -0.523 3.119
H -3.763 -2.293 1.792
H -1.372 -2.094 1.215
H 0.938 -1.523 4.243
H 2.113 -3.551 4.970
H 3.260 -4.991 3.322
H 3.284 -4.358 0.934
H 2.133 -2.298 0.196
H 1.067 0.853 4.452
H 2.186 2.739 5.556
H 3.277 4.502 4.213
H 3.318 4.332 1.751
H 2.194 2.458 0.625
C -2.593 4.881 -0.927
C -2.406 4.258 -2.305
N -1.759 2.930 -2.269
C -2.641 1.803 -1.979
C -2.793 1.503 -0.493
C -0.477 2.775 -2.541
C 0.349 4.004 -2.818
N 0.152 1.601 -2.630
H -3.030 5.872 -1.043
H -1.640 4.986 -0.405
H -3.261 4.290 -0.305
H -1.826 4.919 -2.939
H -3.372 4.123 -2.791
H -2.225 0.937 -2.490
H -3.607 2.016 -2.435
H -1.863 1.700 0.040
H -3.055 0.456 -0.344
H -3.577 2.101 -0.035
H 0.141 4.402 -3.813
H 1.408 3.762 -2.769
H 0.145 4.785 -2.089
H 1.081 1.760 -2.991
```

## Properties
- E: -3811.5668 Ha
- E_HOMO (spin up / spin down): -0.499 / -0.499 hartree
- Net charge: +2
- Frontier orbital gap (spin up / spin down): 7.140 / 6.950 eV
- 2S+1: 2

ORCA calculation (the ωB97M-V functional and the def2-TZVPD basis) on C20H24Br12F12O8 as an isolated structure.

Structure (XYZ):
```
76
C20H24Br12F12O8, DFT the ωB97M-V functional and the def2-TZVPD basis
C -0.890 1.744 -1.510
Br -1.404 0.225 -0.395
Br -2.434 2.380 -2.578
Br 0.561 1.188 -2.766
H -0.528 2.527 -0.843
C 2.384 -4.897 -2.178
Br 0.640 -5.473 -2.958
Br 3.822 -5.155 -3.508
Br 2.795 -6.123 -0.637
H 2.343 -3.853 -1.867
C -0.722 7.813 1.976
Br -1.157 7.878 0.084
Br -1.948 9.024 3.067
Br 1.219 8.275 2.455
H -0.864 6.782 2.300
C -7.061 4.048 -7.550
Br -7.529 2.761 -9.023
Br -8.580 4.187 -6.196
Br -6.710 5.874 -8.252
H -6.188 3.622 -7.056
C -2.639 -3.842 5.117
C -1.411 -4.565 4.857
O -1.475 -5.980 4.627
C -1.976 -6.527 3.458
O -2.378 -5.812 2.550
C -2.067 -8.100 3.437
F -1.648 -8.500 4.686
F -3.279 -8.517 3.118
F -1.174 -8.455 2.535
H -2.995 -4.208 6.079
H -3.336 -3.948 4.285
H -2.453 -2.773 5.221
H -0.711 -4.455 5.685
H -1.017 -4.062 3.973
C -7.862 2.224 1.323
C -6.515 2.061 1.981
O -6.566 2.457 3.363
C -5.485 2.563 4.166
O -4.340 2.479 3.739
C -5.812 2.642 5.662
F -7.089 3.203 5.873
F -5.828 1.410 6.075
F -4.964 3.344 6.415
H -7.806 1.946 0.270
H -8.371 3.188 1.316
H -8.567 1.480 1.694
H -5.842 2.708 1.418
H -6.041 1.085 1.881
C 4.260 3.560 -9.173
C 4.796 2.402 -8.414
O 4.764 1.270 -9.273
C 5.104 0.010 -8.832
O 5.187 -0.274 -7.630
C 5.531 -1.008 -9.965
F 6.076 -0.257 -10.917
F 6.445 -1.850 -9.506
F 4.496 -1.604 -10.491
H 4.295 4.541 -8.699
H 3.258 3.416 -9.576
H 4.936 3.611 -10.027
H 4.256 2.158 -7.500
H 5.867 2.496 -8.232
C 6.955 -2.519 6.183
C 6.740 -2.187 4.720
O 6.228 -0.874 4.612
C 4.931 -0.413 4.565
O 3.922 -1.111 4.702
C 4.816 1.132 4.525
F 6.001 1.692 4.441
F 4.011 1.494 3.503
F 4.244 1.522 5.645
H 5.957 -2.512 6.621
H 7.597 -1.857 6.763
H 7.321 -3.544 6.236
H 6.189 -2.892 4.098
H 7.719 -2.277 4.247
```

## Properties
- E: -33464.8581 Ha
- E_HOMO: -0.375 hartree
- Net charge: 0
- Frontier orbital gap: 9.517 eV

ORCA calculation (the ωB97M-V functional and the def2-TZVPD basis) on an isolated molecule of C5H8O.

Structure (XYZ):
```
14
C5H8O, DFT the ωB97M-V functional and the def2-TZVPD basis
C 1.801 -0.430 0.278
C 0.647 0.285 -0.446
C -0.249 1.032 0.482
C -1.483 0.545 0.452
C -1.544 -0.592 -0.539
O -0.228 -0.667 -1.087
H 1.945 -1.370 -0.253
H 2.752 0.121 0.272
H 1.553 -0.650 1.324
H 1.065 0.990 -1.188
H 0.201 1.833 1.057
H -2.341 0.870 1.034
H -2.292 -0.422 -1.334
H -1.827 -1.544 -0.054
```

## Properties
- E: -270.5160 Ha
- E_HOMO: -0.334 hartree
- SMILES: C[C@@H]1C=CCO1
- Net charge: 0
- Frontier orbital gap: 10.212 eV

ORCA calculation (the ωB97M-V functional and the def2-TZVPD basis) on a 14-piece molecular cluster, C66H174N14O19 overall.

Structure (XYZ):
```
273
C66H174N14O19, DFT the ωB97M-V functional and the def2-TZVPD basis
C -4.358 -5.492 -8.467
O -4.850 -4.431 -7.633
C -4.060 -4.484 -6.407
C -4.618 -3.377 -5.467
N -5.792 -3.929 -4.773
C -6.530 -2.882 -4.032
C -7.838 -3.430 -3.431
O -8.628 -4.009 -4.467
C -9.793 -4.687 -3.995
H -4.596 -6.449 -8.002
H -3.294 -5.474 -8.703
H -4.760 -5.426 -9.478
H -3.026 -4.213 -6.619
H -4.011 -5.486 -5.980
H -4.873 -2.517 -6.087
H -3.881 -3.071 -4.725
H -6.414 -4.364 -5.440
H -6.670 -2.098 -4.777
H -5.904 -2.458 -3.247
H -8.418 -2.648 -2.940
H -7.622 -4.189 -2.679
H -10.175 -5.294 -4.815
H -10.534 -3.919 -3.776
H -9.542 -5.387 -3.198
C 14.671 -1.107 0.077
O 14.425 -0.569 1.396
C 15.239 0.595 1.693
C 14.471 1.568 2.604
N 13.275 2.147 1.909
C 12.436 2.982 2.746
C 11.262 3.635 1.985
O 10.481 2.520 1.449
C 9.341 2.916 0.778
H 14.242 -2.071 -0.197
H 15.739 -1.210 -0.115
H 14.223 -0.363 -0.582
H 15.421 1.183 0.793
H 16.262 0.381 2.004
H 15.101 2.437 2.795
H 14.225 1.063 3.538
H 12.770 1.491 1.330
H 13.111 3.769 3.085
H 12.047 2.481 3.632
H 11.567 4.319 1.193
H 10.638 4.074 2.763
H 8.737 2.026 0.603
H 9.636 3.461 -0.119
H 8.774 3.602 1.407
C -2.909 -5.547 15.535
O -3.760 -4.680 14.873
C -3.546 -4.593 13.451
C -4.270 -3.423 12.855
N -5.694 -3.393 13.095
C -6.382 -2.184 12.578
C -6.323 -2.044 11.036
O -5.161 -1.364 10.670
C -5.094 -0.810 9.330
H -2.990 -6.577 15.188
H -3.083 -5.491 16.609
H -1.912 -5.180 15.291
H -3.639 -5.564 12.966
H -2.478 -4.458 13.278
H -4.199 -3.478 11.769
H -3.876 -2.492 13.264
H -5.864 -3.417 14.091
H -6.072 -1.212 12.962
H -7.412 -2.445 12.820
H -7.248 -1.563 10.718
H -6.283 -2.978 10.476
H -5.256 -1.579 8.575
H -4.176 -0.264 9.115
H -5.924 -0.112 9.214
C 10.424 -7.804 -11.246
O 8.974 -7.675 -11.038
C 8.403 -6.467 -11.522
C 7.161 -6.053 -10.677
N 6.351 -4.955 -11.155
C 5.163 -4.690 -10.284
C 4.166 -3.692 -10.993
O 4.689 -2.413 -11.242
C 5.206 -1.822 -10.094
H 10.550 -8.040 -12.302
H 10.804 -8.625 -10.639
H 10.980 -6.922 -10.926
H 8.142 -6.671 -12.561
H 9.144 -5.673 -11.612
H 7.513 -5.736 -9.695
H 6.524 -6.936 -10.720
H 6.829 -4.102 -11.409
H 5.424 -4.278 -9.308
H 4.575 -5.590 -10.105
H 3.256 -3.573 -10.406
H 3.959 -4.196 -11.937
H 6.189 -2.244 -9.885
H 4.601 -2.070 -9.222
H 5.187 -0.746 -10.263
C -4.930 4.276 -5.860
O -6.334 4.246 -5.530
C -7.236 3.973 -6.637
C -8.635 4.447 -6.309
N -8.650 5.914 -6.155
C -9.999 6.339 -5.859
C -9.982 7.910 -5.716
O -9.526 8.377 -4.437
C -9.677 9.811 -4.374
H -4.704 3.217 -5.989
H -4.299 4.699 -5.079
H -4.635 4.767 -6.788
H -7.175 2.908 -6.860
H -6.787 4.561 -7.437
H -8.990 3.957 -5.402
H -9.259 4.126 -7.143
H -7.934 6.178 -5.494
H -10.295 6.015 -4.861
H -10.731 6.019 -6.601
H -10.975 8.347 -5.820
H -9.459 8.359 -6.560
H -9.329 10.124 -3.390
H -10.702 10.167 -4.474
H -9.012 10.408 -4.999
C 0.131 -11.428 -7.850
C 0.680 -11.913 -6.525
C 1.022 -10.682 -5.657
O 2.105 -10.008 -6.248
C 2.406 -8.778 -5.649
N -0.426 -12.677 -5.880
H 0.836 -10.790 -8.383
H -0.829 -10.923 -7.752
H 0.147 -12.279 -8.532
H 1.539 -12.571 -6.653
H 1.281 -11.078 -4.675
H 0.153 -10.042 -5.511
H 2.507 -8.857 -4.566
H 1.780 -7.977 -6.043
H 3.392 -8.420 -5.944
H -1.210 -12.041 -5.851
H -0.126 -12.805 -4.925
C -0.821 2.169 1.170
C -0.653 0.915 0.340
C 0.491 1.115 -0.697
O 0.359 -0.013 -1.542
C 1.020 -0.042 -2.762
N -0.352 -0.208 1.313
H -1.697 2.239 1.815
H -0.891 3.020 0.493
H 0.013 2.357 1.846
H -1.608 0.712 -0.145
H 1.520 1.266 -0.370
H 0.178 1.945 -1.330
H 0.551 0.573 -3.530
H 1.023 -0.993 -3.295
H 2.081 0.197 -2.697
H 0.404 0.025 1.941
H -0.058 -1.055 0.847
C 4.109 6.485 -5.238
C 2.628 6.802 -4.964
C 2.483 7.571 -3.643
O 2.749 6.645 -2.603
C 2.555 7.089 -1.295
N 2.090 7.613 -6.021
H 4.419 5.676 -4.577
H 4.702 7.379 -5.048
H 4.246 6.098 -6.248
H 2.087 5.858 -4.895
H 1.440 7.843 -3.480
H 3.190 8.397 -3.719
H 2.830 6.266 -0.634
H 1.585 7.456 -0.960
H 3.269 7.885 -1.084
H 2.744 8.292 -6.384
H 1.355 8.145 -5.578
C -3.945 -5.310 4.415
C -3.837 -5.491 2.931
C -2.581 -6.317 2.554
O -2.039 -5.958 1.274
C -0.713 -6.473 1.087
N -5.132 -6.003 2.520
H -4.902 -4.873 4.700
H -3.057 -4.791 4.775
H -3.900 -6.268 4.933
H -3.762 -4.535 2.413
H -2.939 -7.339 2.428
H -1.830 -6.337 3.344
H -0.051 -5.982 1.800
H -0.280 -6.291 0.103
H -0.795 -7.557 1.162
H -5.713 -5.178 2.519
H -5.060 -6.247 1.542
C 3.129 7.100 6.162
C 2.518 7.759 7.414
C 2.928 9.258 7.489
O 4.346 9.276 7.398
C 4.905 10.541 7.373
N 1.053 7.621 7.482
H 2.898 7.738 5.309
H 2.842 6.060 6.007
H 4.211 7.134 6.294
H 2.808 7.294 8.356
H 2.588 9.736 8.408
H 2.404 9.712 6.648
H 5.982 10.387 7.305
H 4.627 11.124 8.251
H 4.722 11.223 6.542
H 0.776 7.995 8.378
H 0.787 6.649 7.539
C -4.717 8.128 4.806
C -5.641 9.117 5.576
C -5.183 9.292 7.031
O -6.029 10.308 7.725
C -5.968 10.254 9.131
N -5.547 10.336 4.883
H -3.759 8.639 4.719
H -4.941 8.054 3.742
H -4.653 7.201 5.377
H -6.671 8.763 5.554
H -4.157 9.661 7.035
H -5.210 8.330 7.543
H -4.919 10.261 9.427
H -6.355 9.322 9.543
H -6.539 11.078 9.559
H -4.554 10.519 4.883
H -5.724 10.237 3.894
C 0.622 0.617 8.130
C 0.484 -0.711 7.412
C 1.923 -1.133 6.882
O 2.391 -0.218 5.874
C 3.222 -0.765 4.904
N -0.139 -1.547 8.474
H 1.325 1.292 7.642
H 0.996 0.570 9.153
H -0.279 1.229 8.165
H -0.089 -0.608 6.491
H 1.805 -2.124 6.444
H 2.701 -1.217 7.641
H 3.779 -1.631 5.261
H 3.861 -0.015 4.439
H 2.568 -1.147 4.119
H -0.117 -2.495 8.126
H -1.135 -1.394 8.546
C 8.038 -3.181 -2.223
C 8.683 -2.578 -3.455
C 8.170 -3.104 -4.814
O 8.370 -4.523 -4.884
C 9.732 -4.859 -5.110
N 8.648 -1.155 -3.375
H 8.046 -4.263 -2.357
H 7.001 -2.846 -2.189
H 8.408 -2.897 -1.238
H 9.719 -2.833 -3.232
H 8.844 -2.601 -5.507
H 7.122 -2.874 -5.007
H 10.100 -4.471 -6.060
H 9.921 -5.926 -5.000
H 10.376 -4.448 -4.331
H 8.826 -0.863 -2.425
H 9.420 -0.738 -3.877
C -11.171 0.498 2.317
C -9.855 -0.169 2.780
C -8.574 0.588 2.475
O -8.701 1.138 1.176
C -7.765 2.178 0.833
N -10.096 -0.454 4.195
H -12.013 -0.166 2.512
H -11.173 0.659 1.239
H -11.367 1.466 2.778
H -9.792 -1.073 2.174
H -7.712 -0.078 2.512
H -8.418 1.374 3.214
H -6.731 1.866 0.686
H -7.837 2.998 1.548
H -8.106 2.479 -0.158
H -11.014 -0.829 4.388
H -10.188 0.431 4.672
```

## Properties
- E: -4814.4844 Ha
- E_HOMO: -0.314 hartree
- Net charge: 0
- Frontier orbital gap: 8.738 eV

ORCA calculation (the ωB97M-V functional and the def2-TZVPD basis) on an isolated molecule of C6H9NO.

Structure (XYZ):
```
17
C6H9NO, DFT the ωB97M-V functional and the def2-TZVPD basis
N -0.553 -2.422 -0.804
C -0.748 -1.483 0.262
C 0.320 -0.511 0.663
C 1.506 0.233 0.110
C 1.186 1.514 -0.137
C -0.210 2.105 0.125
O -1.298 1.209 0.378
C -0.793 -0.037 -0.162
H -1.444 -2.717 -1.188
H -0.099 -3.276 -0.434
H -1.441 -1.728 1.069
H 0.340 -0.438 1.734
H 2.494 -0.133 0.053
H 1.950 2.226 -0.480
H -0.194 2.864 0.891
H -0.445 2.599 -0.857
H -0.571 -0.005 -1.224
```

## Properties
- E: -363.8760 Ha
- E_HOMO: -0.320 hartree
- SMILES: N[C@H]1[C@H]2C=CCO[C@H]12
- Net charge: 0
- Frontier orbital gap: 9.736 eV

One value per record, in order, for energy above the lowest of the compared OMol25 structures with the same formula, charge and spin: 21.5 86.8 26.3 146.0 93.0 kcal per mole.